C40H39BrN7O4S5Tl | ωB97M-V with the def2-TZVPD basis set

Structure (XYZ):
```
97
C40H39BrN7O4S5Tl (ωB97M-V with the def2-TZVPD basis set)
Tl 12.6949 9.7837 12.0589
Br 20.1558 5.0370 9.9899
S 13.4726 7.7709 7.3363
S 15.3963 12.9828 14.9660
S 15.2700 10.6040 13.1588
S 12.7806 12.0338 13.8599
S 12.8876 6.4617 13.5755
O 6.8315 12.7877 9.2394
O 7.3653 12.0213 11.2086
O 12.5572 5.0583 13.6516
O 13.4057 6.9246 12.3073
N 10.5606 8.3729 6.2853
N 13.2738 11.6513 8.8106
N 11.1636 8.4466 9.0776
N 19.2065 6.5849 12.1104
N 15.6847 10.8682 8.0131
N 10.2872 9.6646 14.9715
N 11.8467 7.5140 14.0574
C 7.7222 12.4665 9.9840
C 16.4073 6.8831 16.4569
C 16.8268 10.3429 7.6488
C 9.5593 11.9818 8.4510
C 11.5454 12.3855 10.4714
C 15.2663 5.6027 14.8059
C 17.9596 10.1908 8.4440
C 14.5014 11.9264 14.0280
C 15.5477 11.2684 9.3127
C 11.9293 11.9995 9.1781
C 17.8204 10.6525 9.7765
C 8.8010 10.7340 16.4129
C 17.5354 5.8816 10.5899
C 10.7240 7.2871 14.8354
C 9.4864 8.7270 7.2190
C 9.2295 12.4259 9.7462
C 10.0541 8.4372 15.4188
C 15.5440 7.9325 16.3034
C 10.1564 12.6027 10.7734
C 8.5043 7.0598 16.6666
C 18.8026 5.9318 11.0564
C 18.2354 7.1221 12.8308
C 10.9128 6.9910 6.4179
C 16.2719 5.7247 15.7555
C 8.9850 8.2915 16.3510
C 16.6271 11.2017 10.1883
C 8.3546 9.5098 16.8117
C 11.8012 7.2171 9.6246
C 16.9337 7.0551 12.5339
C 10.0470 6.0554 15.0775
C 9.0058 5.9431 15.9976
C 10.9309 11.8330 8.2077
C 14.2198 11.7885 9.6502
C 9.7711 10.7393 15.4090
C 13.2616 7.2297 9.1165
C 12.4537 6.6981 6.2616
C 16.5222 6.4821 11.2983
C 14.4613 7.8189 15.4196
C 14.2765 6.6489 14.7135
C 9.7932 8.3274 8.7155
H 8.5293 4.9303 16.1557
H 10.5559 5.1956 14.7491
H 18.8740 9.8535 8.0347
H 15.1783 4.7525 14.1256
H 14.1679 12.1112 10.6718
H 8.8232 11.8710 7.6672
H 16.1518 7.5786 13.0930
H 15.5033 6.5362 11.2159
H 9.8181 12.8540 11.7400
H 16.8602 9.9939 6.6448
H 9.0445 8.9710 9.3074
H 12.5952 5.6181 6.4358
H 11.3038 9.1786 9.7159
H 7.8328 6.9647 17.5250
H 18.6591 10.6163 10.4898
H 12.2751 12.4834 11.2889
H 17.3867 5.2552 9.6636
H 11.4231 8.8832 6.4294
H 10.6257 6.5303 7.3555
H 9.3628 9.8024 7.2024
H 8.4475 8.3030 6.9081
H 8.4188 11.7262 16.8267
H 16.5210 11.5370 11.2018
H 18.5572 7.6121 13.7531
H 9.4680 7.2749 8.8077
H 11.2742 11.7025 7.1736
H 13.8374 7.9752 9.6397
H 11.3478 6.3800 9.1723
H 13.8278 8.6628 15.3158
H 15.6540 8.8778 16.7909
H 11.8599 7.0529 10.6967
H 17.2984 6.9362 17.1172
H 8.2224 11.9633 11.7364
H 7.4876 9.4614 17.4969
H 16.9206 4.9399 15.9761
H 12.7834 6.9396 5.2730
H 13.7637 6.2325 9.2389
H 10.0430 11.7575 14.9352
H 10.4687 6.3616 5.6517
```

Results
E_tot = -189646.3600 eV
net charge = -2
ΔE to the lowest compared entry with this formula, charge and spin = 2.1 kcal/mol

C40H39ClIrN6O5SSi | ωB97M-V with the def2-TZVPD basis set

Structure (XYZ):
```
94
C40H39ClIrN6O5SSi (ωB97M-V with the def2-TZVPD basis set)
Ir 0.4495 -0.5212 -0.2094
Cl 3.8838 1.4950 5.7995
S -5.3391 7.2370 1.1899
Si 1.0758 -2.8310 -0.2638
O -1.2708 -1.7895 -0.2933
O -4.9930 8.0062 0.0112
O -4.2585 6.8606 2.0616
O -6.6160 7.4921 1.8014
O -3.3587 -2.0153 0.4948
N -1.5103 0.9312 -0.4215
N -4.7931 4.7484 0.1667
N 0.8067 1.4580 -1.6773
N -1.7789 -1.2231 1.8767
N -6.9374 5.5138 -0.4028
N -0.5823 -0.5087 1.9946
C 0.8885 4.4053 0.1299
C -0.9032 -4.4202 1.0847
C -0.5135 -6.0147 2.8486
C 2.4875 -0.0611 0.1155
C 0.8354 -5.6966 2.8196
C -0.3959 -4.7153 -4.3109
C 0.1726 -5.5068 -3.3193
C -3.6625 1.4951 -1.3066
C 2.9625 -3.1463 -0.3882
C -0.5565 -3.3535 -4.0957
C -5.7511 5.5398 0.1684
C 2.4590 -0.4667 2.6170
C -1.5847 2.0471 0.3364
C 0.9282 2.5901 -1.5323
C 3.8015 1.8977 3.1195
C 3.8361 -3.0840 0.7084
C -7.0575 4.3384 -1.1149
C -2.1941 -1.6782 0.6193
C 5.7402 -3.6030 -0.6672
C 3.4582 1.0612 4.1636
C -0.1437 -2.7868 -2.8944
C -3.7482 2.6694 -0.5155
C 2.7932 0.3485 1.5293
C 3.5405 -3.4131 -1.6360
C -6.0897 3.3836 -1.2088
C 0.4337 -3.5634 -1.8862
C 2.4060 4.4889 -1.8829
C -4.8463 3.5516 -0.5334
C 2.7867 -0.1263 3.9208
C 0.5790 -4.9334 -2.1209
C 1.3074 -4.7301 1.9358
C 1.0257 4.0568 -1.3611
C 0.4525 -4.0539 1.0559
C 3.4714 1.5325 1.8182
C -1.3802 -5.3766 1.9711
C -2.6306 2.9256 0.3256
C 4.9071 -3.6389 -1.7766
C -0.0950 4.7257 -2.1674
C 5.1988 -3.3167 0.5799
C -2.5571 0.6851 -1.2303
H -1.0084 -2.7344 -4.8623
H 1.5299 -6.2055 3.4803
H 0.0555 4.5882 -3.2392
H -2.4897 -0.2148 -1.8295
H 2.9128 -3.4453 -2.5214
H 3.7705 2.1811 0.9993
H -0.1005 5.7955 -1.9488
H -0.7535 0.4789 2.1391
H -8.0106 4.2169 -1.6150
H -0.1560 4.3693 0.4426
H -2.5453 -0.9251 2.4590
H -1.0678 4.3134 -1.8959
H 3.1009 -0.9213 -0.1272
H -0.7150 -5.1609 -5.2460
H 5.8393 -3.2682 1.4537
H -2.6210 3.8117 0.9503
H 2.5221 -0.7750 4.7470
H 2.4990 5.5723 -1.7879
H 1.4712 3.7320 0.7585
H -0.7219 2.2399 0.9752
H -6.2636 2.4856 -1.7858
H -0.2759 -1.7223 -2.7331
H 2.7989 0.7204 -0.5754
H -4.4602 1.2193 -1.9840
H 6.8040 -3.7850 -0.7735
H 2.5315 4.2161 -2.9311
H -0.8824 -6.7641 3.5378
H -0.0494 -0.8714 2.7714
H 5.3189 -3.8456 -2.7590
H 1.2531 5.4232 0.2830
H 4.3280 2.8226 3.3186
H 3.4558 -2.8191 1.6896
H -2.4359 -5.6236 1.9669
H 2.3684 -4.5240 1.9302
H -1.5965 -3.9805 0.3827
H 1.9320 -1.3952 2.4216
H 3.2048 4.0184 -1.3054
H 0.2983 -6.5709 -3.4818
H 1.0191 -5.5633 -1.3520
```

Results
spin multiplicity = 5
E_tot = -95363.9635 eV
net charge = -1
<S²> = 6.04

Which value of net charge does entry 2 give? -1

What is the formula in the first record? C40H39BrN7O4S5Tl

Which of these has the highest net charge? C40H39ClIrN6O5SSi

The highest net charge belongs to which entry? C40H39ClIrN6O5SSi